1.
Formula: C4H12
Source: the OMol25 dataset
Level of theory: ωB97M-V/def2-TZVPD

Output
Energy above the lowest of the compared OMol25 structures with the same formula, charge and spin ... 163.63 kJ/mol
⟨S²⟩ ... 0.753
Net charge ... +1
Gap between HOMO and LUMO (spin up / spin down) ... 0.4493 / 0.1155 Ha
Spin multiplicity ... 2
LUMO (spin up / spin down) ... -3.3 / -11.6 eV

Positions of all 16 atoms, in Å:
C1 -1.46679 -1.90639 0.91980
C2 -1.85662 -0.52888 0.57158
H1 -0.29209 -2.06618 0.90931
H2 -2.07257 -2.22365 1.90387
H3 -1.80660 -2.76655 0.26854
H4 -1.25338 0.34284 1.21342
H5 -1.87605 -0.27059 -0.54518
H6 -2.92154 -0.43323 0.83643
C3 1.98258 0.54489 -0.70399
C4 1.38972 1.99032 -0.75833
H7 3.03076 0.48676 -0.24492
H8 1.56495 -0.23615 -0.17368
H9 1.98381 0.22052 -1.75140
H10 1.04709 2.46706 0.14031
H11 2.18470 2.50846 -1.32273
H12 0.36205 1.87079 -1.26304



2.
Formula: C43H54CuN8P2Se
Source: the OMol25 dataset
Level of theory: ωB97M-V/def2-TZVPD

Output
Energy above the lowest of the compared OMol25 structures with the same formula, charge and spin ... 182.68 kJ/mol
Net charge ... +1
Gap between HOMO and LUMO ... 0.2859 Ha
LUMO ... -1.8 eV

Positions of all 109 atoms, in Å:
Cu1 -0.62513 0.08489 -1.00481
N1 0.80079 3.00461 -0.45587
P1 1.16573 1.42451 -0.74568
C1 2.03054 0.91721 0.83300
C2 1.18003 0.47525 1.79783
C3 1.58077 0.14170 3.06658
C4 2.95498 0.30596 3.39878
C5 3.77933 0.78046 2.38177
C6 3.39969 1.09348 1.15398
C7 2.55310 1.42730 -1.98867
C8 2.80198 2.59409 -2.71639
C9 3.89915 2.67787 -3.60361
C10 4.64718 1.56531 -3.92936
C11 4.41414 0.39710 -3.20764
C12 3.38724 0.33262 -2.22183
P2 -0.75233 3.63871 -0.67500
C13 0.01380 5.17172 -1.31490
C14 0.73513 6.04754 -0.49291
C15 1.56545 6.99953 -1.02528
C16 1.70283 7.17365 -2.38498
C17 1.00422 6.32376 -3.23601
C18 0.16111 5.34306 -2.68189
C19 -1.29052 4.15359 0.95080
C20 -0.71572 3.64722 2.16041
C21 -1.35064 3.67508 3.38270
C22 -2.57600 4.44331 3.49194
C23 -3.00298 5.11505 2.39583
C24 -2.37010 4.97198 1.13194
H1 1.39946 3.78497 -0.22920
H2 0.19815 0.34095 1.51197
H3 0.93523 -0.35273 3.72585
H4 3.32373 -0.07483 4.35574
H5 4.89130 0.87408 2.54005
H6 4.16238 1.42455 0.46164
H7 2.33535 3.53049 -2.50788
H8 4.03282 3.56942 -4.13960
H9 5.53056 1.50778 -4.59638
H10 4.97802 -0.51339 -3.37613
H11 3.26829 -0.55402 -1.68702
H12 0.45869 6.09334 0.60204
H13 2.04252 7.75143 -0.35303
H14 2.29255 8.00345 -2.70688
H15 1.16960 6.32603 -4.30069
H16 -0.23900 4.67104 -3.39373
H17 0.24716 3.24298 2.20365
H18 -0.98462 3.10598 4.27812
H19 -3.08527 4.38461 4.44967
H20 -3.95439 5.66956 2.38958
H21 -2.93171 5.41411 0.27948
C25 -5.34967 -1.61929 -2.08949
N2 -4.41003 -0.71560 -2.81270
C26 -3.97986 -1.20617 -4.09260
C27 -3.38776 -0.08395 -2.07261
N3 -2.16147 -0.04484 -2.35495
N4 -3.89221 0.52882 -0.88710
C28 -3.17950 1.01090 0.23168
N5 -3.87324 1.90899 1.01260
N6 -2.00646 0.48089 0.49799
H22 -6.25365 -1.68478 -2.71943
H23 -5.74133 -1.26054 -1.16539
H24 -4.93755 -2.59880 -1.87523
H25 -4.85278 -1.39738 -4.69557
H26 -3.32588 -2.05588 -4.04961
H27 -3.33007 -0.45171 -4.59375
H28 -1.94442 -0.64622 -3.10611
H29 -4.82526 0.97124 -1.06520
H30 -4.77782 2.24605 0.70397
H31 -3.33103 2.69950 1.37194
H32 -1.74505 0.60983 1.45782
C29 -2.04274 -4.53561 -2.32699
C30 -2.02565 -5.09924 -0.91004
C31 -2.72820 -4.13202 0.04995
C32 -2.12781 -2.73075 0.26305
N7 -0.78011 -2.86330 0.99965
C33 0.41705 -2.70046 0.42410
Se1 0.82381 -2.15705 -1.29761
N8 1.32057 -2.85944 1.43919
C34 2.73116 -2.60037 1.33633
C35 3.56407 -3.87834 1.59250
C36 3.34270 -4.95143 0.50762
C37 4.02118 -4.57275 -0.75324
C38 0.70917 -3.14394 2.63482
C39 1.22029 -3.25806 3.92093
C40 0.32615 -3.42766 4.93993
C41 -1.05837 -3.27243 4.72861
C42 -1.54086 -3.06329 3.46025
C43 -0.61853 -3.06743 2.41813
H33 -1.48668 -5.17432 -2.99248
H34 -1.41931 -3.56290 -2.39261
H35 -3.04340 -4.42768 -2.63847
H36 -0.99548 -5.23813 -0.66901
H37 -2.45136 -6.07321 -0.93595
H38 -2.84251 -4.56778 1.08927
H39 -3.72054 -4.00827 -0.33108
H40 -2.71060 -2.07196 0.91521
H41 -1.84422 -2.22316 -0.60335
H42 2.89321 -1.81478 2.06494
H43 2.87804 -2.11082 0.40087
H44 3.47722 -4.36117 2.60787
H45 4.64010 -3.57537 1.55901
H46 2.23970 -5.06154 0.35634
H47 3.66282 -5.94943 0.87944
H48 3.80479 -3.48441 -0.96432
H49 3.72399 -5.20484 -1.58056
H50 5.11331 -4.57201 -0.65889
H51 2.28778 -3.16989 4.03010
H52 0.71156 -3.68040 5.98599
H53 -1.75608 -3.27307 5.55185
H54 -2.57582 -2.89872 3.23437



3.
Formula: C27H52BrN3O9S
Source: the OMol25 dataset
Level of theory: ωB97M-V/def2-TZVPD

Output
Energy above the lowest of the compared OMol25 structures with the same formula, charge and spin ... 0.00 kJ/mol
Net charge ... 0
Gap between HOMO and LUMO ... 0.2067 Ha
LUMO ... -0.5 eV

Positions of all 93 atoms, in Å:
C1 6.68059 -0.37412 1.73712
C2 6.87462 0.09119 0.28402
C3 6.06732 1.35505 -0.09141
C4 6.21154 2.51644 0.92272
C5 4.98206 3.46736 1.00098
C6 3.72597 2.64819 1.33368
C7 2.63972 3.40955 2.13030
C8 1.34532 3.63056 1.32982
C9 0.35610 2.44164 1.29732
C10 1.00797 1.05630 1.40736
C11 0.02253 -0.09991 1.46505
N1 -0.89342 -0.17043 0.25038
C12 -2.37047 -0.06606 0.52063
C13 -2.88439 1.31697 0.05786
C14 -3.94982 2.03875 0.93556
C15 -5.24488 2.36988 0.12266
O1 -4.28358 1.40597 2.15643
C16 -3.23110 -1.31377 0.05652
C17 -4.72400 -0.86852 -0.18601
C18 -5.62065 -2.03164 -0.62615
O2 -6.00672 -2.88203 0.03430
Br1 -6.22419 -1.99604 -2.51601
N2 -3.33734 -2.39533 1.01385
C19 -4.06875 -2.13068 2.26598
C20 -2.16950 -3.16266 1.32807
C21 -2.17535 -4.64125 0.92558
O3 -1.23461 -2.77499 1.93789
C22 -2.80625 -1.78969 -1.39727
O4 -2.84671 -3.19144 -1.53195
C23 -3.06517 -3.65343 -2.86327
C24 -2.03949 -4.77146 -3.15918
C25 -1.43120 -1.21939 -1.86212
C26 -0.48132 -1.25149 -0.67128
S1 1.19185 -0.86954 -1.35973
C27 1.49543 -1.89826 -2.82537
O5 1.24597 0.49925 -1.77892
O6 2.20387 -1.24473 -0.42570
H1 6.88454 -1.44204 1.86249
H2 7.39837 0.13966 2.38581
H3 5.67311 -0.16832 2.11118
H4 7.93710 0.18971 0.04141
H5 6.51021 -0.72422 -0.35541
H6 6.46023 1.68617 -1.05563
H7 5.03968 1.03165 -0.27443
H8 7.04637 3.13538 0.56962
H9 6.48405 2.19138 1.93331
H10 5.13060 4.26028 1.73846
H11 4.83881 3.87502 -0.00684
H12 4.03818 1.79167 1.95399
H13 3.33209 2.22169 0.40744
H14 2.40226 2.86069 3.05010
H15 3.03105 4.39752 2.38451
H16 0.80941 4.52468 1.66057
H17 1.63046 3.83520 0.28981
H18 -0.12207 2.48715 0.30036
H19 -0.46747 2.59159 2.01138
H20 1.76503 0.97248 0.63100
H21 1.55324 1.02557 2.35643
H22 0.58431 -1.03420 1.48364
H23 -0.49662 -0.06238 2.42274
H24 -0.62485 0.67411 -0.28618
H25 -2.47983 -0.08059 1.60761
H26 -2.07959 2.05084 -0.05430
H27 -3.24326 1.20345 -0.97119
H28 -3.57823 3.02793 1.21017
H29 -5.47803 3.43143 0.21213
H30 -5.13094 2.17610 -0.94681
H31 -6.11419 1.80121 0.47117
H32 -5.19506 1.09001 2.16527
H33 -5.14663 -0.32892 0.65633
H34 -4.78338 -0.17609 -1.02481
H35 -4.30677 -1.08259 2.45624
H36 -5.00321 -2.69333 2.35117
H37 -3.46404 -2.45626 3.11687
H38 -1.41662 -4.71997 0.13754
H39 -1.87165 -5.27513 1.75587
H40 -3.11838 -4.92992 0.46314
H41 -3.50537 -1.40062 -2.14562
H42 -4.04622 -4.12452 -2.93814
H43 -2.92361 -2.88542 -3.62976
H44 -1.04420 -4.33398 -3.02741
H45 -2.21142 -5.63249 -2.51689
H46 -2.13104 -5.04311 -4.21394
H47 -1.11844 -1.83144 -2.70746
H48 -1.55077 -0.18829 -2.21412
H49 -0.34778 -2.22641 -0.20318
H50 2.57668 -1.83848 -2.93877
H51 1.03272 -1.37273 -3.66212
H52 1.13362 -2.91651 -2.68665
N3 3.68734 4.21277 -2.89419
O7 4.65702 3.50815 -2.54166
O8 3.32746 4.23235 -4.08281
O9 3.07383 4.89192 -2.03913



4.
Formula: C23H42Cl20N6O6
Source: the OMol25 dataset
Level of theory: ωB97M-V/def2-TZVPD

Output
Net charge ... 0
Gap between HOMO and LUMO ... 0.3202 Ha
SMILES ... ClC(Cl)(Cl)Cl.ClC(Cl)(Cl)Cl.ClC(Cl)(Cl)Cl.ClC(Cl)(Cl)Cl.ClC(Cl)(Cl)Cl.CN(C)C=O.CN(C)C=O.CN(C)C=O.CN(C)C=O.CN(C)C=O.CN(C)C=O
LUMO ... -0.2 eV

Positions of all 97 atoms, in Å:
Cl1 13.32056 11.82243 16.68882
C1 12.86482 11.93126 18.37015
Cl2 12.82612 13.58790 19.03139
Cl3 11.26763 11.21030 18.52560
Cl4 13.86286 10.78756 19.40179
Cl5 15.37269 9.60793 14.98734
C2 15.56141 9.03922 13.30689
Cl6 17.26860 9.08994 12.90579
Cl7 15.05019 7.38621 13.30823
Cl8 14.57330 9.93055 12.15726
Cl9 6.21558 11.91940 17.40974
C3 7.16666 13.30507 16.92323
Cl10 8.88916 12.93386 17.16851
Cl11 6.96511 13.50733 15.18893
Cl12 6.52642 14.75918 17.77383
Cl13 8.78337 17.45233 11.35696
C4 9.64741 16.57927 12.56742
Cl14 11.38360 17.16283 12.53181
Cl15 8.88323 16.97734 14.14628
Cl16 9.60081 14.87242 12.23436
Cl17 7.64415 14.82068 7.12704
C5 9.35355 15.55861 7.16208
Cl18 10.13417 14.99535 8.70515
Cl19 10.22593 14.93248 5.73711
Cl20 9.24027 17.32882 7.14411
C6 9.64261 11.07053 13.14426
N1 10.29583 11.58451 11.96719
C7 9.42492 11.94354 10.75612
C8 11.53123 12.02094 11.95860
O1 12.09351 12.52428 10.98368
H1 8.74562 11.71946 13.35228
H2 10.27374 11.09294 14.03131
H3 9.28877 10.05476 12.94361
H4 9.95382 12.73656 10.22273
H5 9.17364 11.10706 10.15222
H6 8.49039 12.33388 11.23623
H7 12.02822 12.01480 12.99735
C9 14.65419 12.19966 8.92661
N2 15.07384 13.55779 9.09626
C10 14.23154 14.61911 8.59186
C11 16.29316 13.80201 9.59493
O2 16.80530 14.91410 9.76141
H8 14.11159 12.15606 7.93675
H9 13.94626 12.01727 9.68347
H10 15.45716 11.43412 8.98006
H11 14.00178 14.34460 7.54306
H12 13.35566 14.58728 9.25019
H13 14.75170 15.57883 8.66247
H14 16.82716 12.87214 9.90864
C12 14.17338 14.90335 12.15885
N3 15.13663 14.21140 12.97074
C13 16.31500 14.95306 13.39043
C14 14.91533 13.02961 13.58049
O3 15.60135 12.55909 14.48769
H15 13.86528 15.88626 12.54502
H16 13.26897 14.31371 12.11906
H17 14.60790 15.19144 11.21047
H18 17.19485 14.30025 13.49509
H19 16.45396 15.73610 12.66100
H20 16.18720 15.48046 14.34151
H21 13.96461 12.57318 13.24666
C15 13.60706 15.70854 15.57755
N4 12.26255 15.66350 16.07804
C16 11.94424 16.53981 17.14821
C17 11.35227 14.84964 15.46917
O4 11.54884 14.12205 14.50420
H22 14.26614 16.12799 16.35068
H23 13.64301 16.33075 14.69819
H24 13.92477 14.70265 15.20453
H25 10.99955 16.23459 17.55774
H26 12.71194 16.43284 17.93297
H27 11.89240 17.57416 16.79916
H28 10.34520 14.81628 15.97384
C18 8.66306 8.14177 18.16956
N5 9.02662 8.08262 16.74802
C19 8.11331 8.73643 15.70755
C20 10.13540 7.48534 16.37084
O5 10.61576 7.47751 15.28547
H29 8.57243 9.20729 18.46880
H30 9.42242 7.55670 18.72941
H31 7.64522 7.68832 18.24218
H32 7.90865 8.01120 14.89338
H33 7.21976 9.07781 16.26640
H34 8.54313 9.73337 15.44138
H35 10.56713 6.86669 17.19804
C21 11.25272 7.76102 12.32054
N6 10.73345 8.16796 11.05348
C22 11.70480 8.51372 10.00681
C23 9.38127 8.44801 10.87927
O6 8.81983 8.89708 9.88900
H36 11.93533 8.52324 12.73272
H37 11.84326 6.85010 12.22760
H38 10.45246 7.52415 13.01469
H39 12.06073 9.53737 10.12862
H40 12.52470 7.85393 10.21242
H41 11.26072 8.34089 9.04148
H42 8.74264 8.04098 11.68042



For the records above, the corresponding DFT total energy values read -159.107515 -6833.484145 -4873.306536 -10885.299628 a.u..